w | A single C3H7N3S molecule, computed with ωB97M-V/def2-TZVPD.

```
14
Properties=species:S:1:pos:R:3:mulliken_charge:R:1
C -3.27 -0.74 0.14 -0.18
N -2.85 0.37 -0.33 -0.49
N 0.82 0.00 -0.52 -0.44
H -2.83 -1.69 0.62 0.21
H -4.39 -0.74 0.77 0.19
H 4.41 0.44 0.16 0.28
H 3.10 1.40 -0.73 0.25
H -0.94 1.49 -0.25 0.31
H 3.01 1.37 1.10 0.26
C -0.37 -0.51 -0.44 0.21
N -1.45 0.51 -0.19 -0.03
C 3.23 0.72 0.19 -0.70
S 2.32 -1.02 -0.17 -0.04
H -0.78 -1.61 -0.35 0.16
```

The frontier orbital gap is 8.7 eV. The value obtained for the HOMO energy is -8.34 eV. Its SMILES is C=NN/C=N/SC.

x | A single C3H7N3S molecule, computed with ωB97M-V/def2-TZVPD.

```
14
Properties=species:S:1:pos:R:3:mulliken_charge:R:1
H -1.63 -1.20 0.52 0.27
N -2.49 0.84 0.13 -0.44
H -1.47 2.40 0.57 0.35
C -1.30 1.40 0.19 0.07
N -0.03 1.04 -0.15 -0.30
S -2.95 -0.83 -0.32 -0.27
H 2.75 0.01 0.00 0.27
H 2.20 -1.60 -0.70 0.35
H 1.75 -0.19 -1.62 0.30
H 0.20 -2.01 0.80 0.29
C 1.85 -0.53 -0.55 -1.04
N -0.18 -1.03 1.00 -0.64
C 0.57 -0.23 0.30 0.47
H 0.72 1.93 -0.16 0.33
```

The frontier orbital gap is 8.1 eV. The value obtained for the HOMO energy is -7.75 eV. Its SMILES is [H]/N=C(\C)N/C=N\S.

y | A single C3H7N3S molecule, computed with ωB97M-V/def2-TZVPD.

```
14
Properties=species:S:1:pos:R:3:mulliken_charge:R:1
C 0.27 1.59 -0.52 -0.66
H 2.03 0.36 -0.38 0.26
H 1.06 -1.02 1.48 0.25
S -0.55 0.58 -1.78 -0.05
H -0.50 2.03 0.09 0.33
H -2.10 -0.96 -1.04 0.28
H -1.66 -2.65 0.38 0.20
C 1.20 0.70 0.28 -0.45
N -1.32 -0.42 -0.60 -0.33
H 0.81 2.36 -1.04 0.37
C -0.56 -1.14 0.35 0.44
N 0.51 -0.44 0.87 -0.23
N -0.85 -2.28 0.82 -0.73
H 1.64 1.27 1.09 0.32
```

The frontier orbital gap is 9.1 eV. The value obtained for the HOMO energy is -8.35 eV. Its SMILES is [H]/N=C1/NCCSN1.

Of all the structures shown, which is most stable? y, and w is the least stable.